ORCA calculation (ωB97M-V with the def2-TZVPD basis set) on a 2-piece molecular cluster, C2H14Si4 overall.

Structure (XYZ):
```
20
Properties=species:S:1:pos:R:3
C -1.87247 0.29965 -1.65791
C 1.81716 -0.25967 1.90860
Si 0.09799 3.01014 -0.50360
Si 0.56006 -2.73753 -0.40950
Si -1.00082 0.93476 -0.08020
Si 0.24851 -0.96711 0.98690
H -1.25334 -0.47470 -2.15961
H -2.82743 -0.27783 -1.43399
H -2.40151 0.94744 -2.32973
H 1.56543 0.21035 2.84093
H 2.30858 -1.23916 2.12286
H 2.60975 0.32323 1.35135
H 1.37445 2.34570 -0.06065
H -0.24396 3.95376 0.67602
H -0.05726 3.64609 -1.80244
H 1.88294 -2.56432 -1.01162
H 0.42500 -4.21420 -0.03822
H -0.36149 -2.41643 -1.51082
H -2.00286 1.50791 0.92929
H -0.86873 -2.02808 2.18234
```

The calculation puts the HOMO energy at -9.22 eV. For the LUMO energy, the calculation gives 0.29 eV. The calculation puts the energy above the lowest of the compared OMol25 structures with the same formula, charge and spin at 20.03 kcal per mole. The calculation puts the total energy at -1242.41637 Eh. Its multiplicity is 1. The HOMO-LUMO gap is 9.51 eV.

---

ORCA calculation (ωB97M-V with the def2-TZVPD basis set) on a 11-piece molecular cluster, H22O11 overall.

Structure (XYZ):
```
33
Properties=species:S:1:pos:R:3
O 1.40602 -2.24240 -1.36443
H 1.72591 -2.62597 -0.51405
H 0.97537 -1.44612 -0.98906
O -1.52018 -2.68385 0.94847
H -1.91286 -1.96113 1.46266
H -0.82263 -2.26041 0.37543
O 3.02818 -0.54209 0.19893
H 2.48347 -0.34360 0.95543
H 2.55358 -0.09949 -0.48337
O 0.95063 -1.24236 2.49511
H 1.07370 -0.41444 2.93794
H 0.55340 -0.94756 1.66181
O 0.44573 2.07859 0.70378
H 0.13202 2.96924 0.51578
H 0.36685 1.96571 1.62487
O -4.54913 -2.13149 -0.35642
H -4.34792 -3.04749 -0.39756
H -3.72607 -1.68820 -0.13386
O 3.13640 2.28747 1.42930
H 2.38611 2.21394 0.84683
H 3.27475 3.18515 1.63880
O -0.28811 -0.45027 0.03559
H 0.18633 0.40141 0.00375
H -1.16525 -0.25601 0.22698
O -1.12862 1.66282 -2.48589
H -1.36916 0.77784 -2.31300
H -0.28732 1.66489 -2.92809
O -3.07222 0.05255 0.27990
H -3.14295 0.84853 0.76630
H -3.02370 0.41147 -0.58969
O 1.97865 1.06714 -1.87081
H 2.04975 0.84051 -2.74499
H 1.64927 1.95562 -1.93644
```

The calculation puts the HOMO energy at -10.21 eV. For the LUMO energy, the calculation gives -0.83 eV. The calculation puts the energy above the lowest of the compared OMol25 structures with the same formula, charge and spin at 58.38 kcal per mole. The calculation puts the total energy at -840.78711 Eh. Its multiplicity is 1. The HOMO-LUMO gap is 9.38 eV.

---

ORCA calculation (ωB97M-V with the def2-TZVPD basis set) on an isolated molecule of C15H18N4O2S.

Structure (XYZ):
```
40
Properties=species:S:1:pos:R:3
O -4.53562 -2.71084 1.11466
O -4.04790 -1.38681 2.79353
S -0.67224 1.06571 -4.58984
C -1.18095 0.61804 -3.07593
C -3.14579 -1.15503 -0.63238
C -1.98467 -0.30502 1.35032
C -2.29743 -0.42218 -1.41610
C -1.32758 0.35219 -0.83877
C -3.01240 -1.07758 0.79679
C -1.12806 0.47132 0.54466
N -2.19742 -0.26065 -2.80206
N -0.64329 1.03270 -1.85056
N 1.19569 1.16298 0.46110
N -3.91577 -1.75628 1.61244
C -0.10709 1.38646 1.14653
C 2.38911 0.85953 -1.72175
C 0.28178 2.16034 -1.67318
C 2.26424 0.48329 1.25646
C 1.17340 -1.92952 1.73228
C 2.55447 -1.90595 2.31083
C 1.50441 1.78672 -0.86762
C 2.21965 -1.06473 1.08137
H -3.89785 -1.79746 -1.06969
H -1.86650 -0.23012 2.43692
H -2.71702 -0.77069 -3.50573
H -0.45582 2.41391 1.03456
H 0.03110 1.22074 2.20677
H 3.34572 0.64016 -1.22294
H 1.87806 -0.10633 -1.93773
H 2.64402 1.36962 -2.69587
H 0.54664 2.53447 -2.64516
H -0.22036 2.99757 -1.15311
H 3.27053 0.82003 0.97602
H 2.12642 0.68750 2.29924
H 0.85688 -2.88856 1.29731
H 0.43377 -1.36843 2.34738
H 3.23587 -2.74994 2.14314
H 2.65173 -1.43491 3.28252
H 2.07993 2.70188 -0.67453
H 2.67033 -1.44411 0.14809
```

The calculation puts the HOMO energy at -8.23 eV. For the LUMO energy, the calculation gives -0.81 eV. The calculation puts the energy above the lowest of the compared OMol25 structures with the same formula, charge and spin at 125.54 kcal per mole. The calculation puts the total energy at -1349.96384 Eh. Its multiplicity is 1. The HOMO-LUMO gap is 7.42 eV.

---

Q: Which of these has the highest energy above the lowest of the compared OMol25 structures with the same formula, charge and spin?
A: C15H18N4O2S